{"formula": "C34H38CuN6O6P2", "method": "the ωB97M-V functional and the def2-TZVPD basis", "e_tot_ev": -120305.4992, "multiplicity": 2, "gap_ev": [6.53, 5.77], "charge": 0, "s_squared": 0.759, "de_lowest_kj_mol": 151.35, "homo_ha": [-0.31624, -0.31624], "species": ["Cu", "C", "C", "C", "C", "C", "C", "C", "C", "C", "H", "H", "H", "H", "H", "H", "H", "H", "H", "H", "H", "H", "H", "H", "H", "P", "P", "N", "N", "N", "N", "C", "C", "C", "C", "C", "C", "C", "C", "C", "C", "C", "C", "C", "C", "C", "C", "C", "C", "H", "H", "H", "H", "H", "H", "H", "H", "H", "H", "H", "H", "H", "H", "H", "H", "H", "H", "H", "H", "O", "C", "O", "C", "C", "C", "C", "C", "C", "N", "O", "O", "N", "O", "O", "H", "H", "H"], "positions_angstrom": [[-0.34, -1.80, -3.72], [-0.95, 3.70, -0.91], [-1.58, 2.97, -1.83], [-0.90, 2.46, -3.07], [0.55, 1.95, -2.92], [1.63, 2.84, -3.47], [1.73, 4.16, -3.23], [0.79, 4.95, -2.39], [0.43, 4.26, -1.04], [1.13, -3.09, -3.32], [-1.43, 3.93, 0.05], [-2.64, 2.66, -1.71], [-0.96, 3.22, -3.86], [-1.55, 1.63, -3.39], [0.73, 1.67, -1.86], [0.56, 1.01, -3.51], [2.38, 2.26, -4.02], [2.56, 4.69, -3.69], [-0.10, 5.22, -2.98], [1.31, 5.89, -2.17], [1.19, 3.49, -0.82], [0.55, 5.03, -0.26], [2.11, -2.60, -3.28], [1.16, -3.94, -4.02], [0.77, -3.34, -2.30], [1.59, -1.53, -5.58], [-2.18, -0.91, -5.20], [2.82, -0.34, -6.08], [2.13, -2.68, -6.98], [-2.15, 0.74, -5.97], [-3.74, -1.27, -6.40], [0.26, -0.80, -6.55], [-1.00, -1.67, -6.38], [4.05, -0.25, -5.43], [4.86, 0.66, -6.11], [4.12, 1.11, -7.25], [2.89, 0.46, -7.23], [2.53, -3.98, -6.72], [2.93, -4.59, -7.92], [2.80, -3.60, -8.95], [2.30, -2.44, -8.34], [-2.91, 1.80, -5.46], [-2.89, 2.87, -6.36], [-2.10, 2.46, -7.48], [-1.74, 1.13, -7.25], [-4.23, -0.63, -7.54], [-5.12, -1.47, -8.22], [-5.22, -2.66, -7.45], [-4.37, -2.51, -6.36], [0.52, -0.71, -7.62], [0.15, 0.21, -6.14], [-1.49, -1.87, -7.34], [-0.76, -2.66, -5.93], [4.22, -0.83, -4.53], [5.86, 0.96, -5.84], [4.44, 1.81, -8.01], [2.07, 0.52, -7.93], [2.49, -4.36, -5.71], [3.28, -5.60, -8.03], [3.04, -3.72, -9.99], [2.06, -1.49, -8.79], [-3.42, 1.70, -4.51], [-3.38, 3.83, -6.24], [-1.83, 3.04, -8.35], [-1.22, 0.46, -7.91], [-3.94, 0.37, -7.81], [-5.61, -1.23, -9.16], [-5.83, -3.53, -7.68], [-4.16, -3.19, -5.54], [-0.63, -3.03, -0.67], [-0.58, -1.78, -0.71], [-0.54, -1.00, -1.73], [-0.59, -1.24, 0.73], [-0.98, 0.04, 1.11], [-1.06, 0.40, 2.50], [-0.71, -0.49, 3.51], [-0.32, -1.78, 3.14], [-0.28, -2.15, 1.77], [0.05, -2.71, 4.17], [-0.02, -2.33, 5.36], [0.43, -3.85, 3.84], [-1.54, 1.70, 2.92], [-1.90, 2.53, 2.07], [-1.56, 1.91, 4.15], [-1.27, 0.78, 0.37], [-0.76, -0.20, 4.56], [-0.04, -3.19, 1.58]], "mulliken_charge": [0.12, -0.40, -0.93, 0.75, 0.93, -0.57, -0.55, -0.81, -0.99, -0.77, 0.51, 0.36, 0.44, -0.46, 0.56, -1.09, 0.30, 0.42, 0.35, 0.42, 0.29, 0.50, 0.48, 0.35, 0.30, 0.31, 0.22, 0.66, 0.55, 0.99, 0.13, -1.63, -1.48, -0.66, -0.67, -0.77, -0.24, -0.36, -0.68, -0.58, -0.35, -0.93, -0.79, -0.96, -0.28, -0.32, -0.55, -0.62, -0.36, 0.16, 1.35, 0.55, 0.98, 0.41, 0.42, 0.46, 0.36, 0.29, 0.41, 0.43, 0.31, 0.58, 0.54, 0.48, 0.41, 0.27, 0.42, 0.42, 0.37, -0.72, 0.30, -0.43, 0.08, -0.34, -0.23, -0.09, -0.31, -0.39, 0.98, -0.59, -0.59, 0.93, -0.59, -0.59, 0.63, 0.60, 0.58]}